# 1
{"formula": "C31H25Br2ClF9N5O2SSiTc", "method": "the ωB97M-V functional and the def2-TZVPD basis", "multiplicity": 4, "energy_ha": -8896.07296, "orbital_gap_ha": [0.147, 0.203], "relative_energy_kcal_mol": 4.5, "e_homo_ha": [-0.2016, -0.2616], "elements": ["Tc", "S", "N", "C", "C", "C", "C", "C", "N", "C", "C", "N", "C", "C", "C", "C", "C", "N", "H", "H", "H", "H", "H", "H", "C", "C", "C", "C", "C", "C", "Br", "C", "C", "Br", "C", "O", "C", "N", "H", "H", "H", "H", "H", "H", "C", "Si", "C", "C", "C", "H", "H", "H", "H", "H", "H", "H", "H", "H", "H", "H", "F", "C", "F", "F", "C", "O", "C", "F", "F", "F", "C", "F", "F", "F", "Cl", "C", "H", "H"], "positions_angstrom": [[-0.27007, -1.86253, -0.42481], [-5.22933, -2.33555, 4.88857], [-3.67636, -2.03024, 4.92571], [-3.23302, -1.98167, 3.64143], [-1.83226, -1.83332, 3.32501], [-0.77845, -1.76370, 4.28298], [0.53707, -1.81148, 3.77837], [0.77651, -2.02268, 2.43741], [-0.24695, -2.15653, 1.53804], [-1.57280, -1.98696, 1.96117], [-2.65913, -2.16199, 1.00861], [-2.20364, -2.39364, -0.29999], [-3.15733, -2.27939, -1.31729], [-4.49396, -2.33135, -1.02195], [-5.02304, -2.19475, 0.28024], [-4.04382, -2.14216, 1.28980], [-4.30918, -2.06536, 2.68690], [-5.48953, -2.21753, 3.26118], [-1.03804, -1.74808, 5.31166], [1.40906, -1.67652, 4.39814], [1.76234, -2.07225, 2.01536], [-2.73625, -2.24802, -2.31992], [-5.16526, -2.47832, -1.89611], [-6.08144, -2.30867, 0.47195], [-1.28913, 3.43758, 1.69978], [-0.05412, 2.65961, 1.95468], [0.46638, 2.66372, 3.23098], [1.65079, 2.04126, 3.56410], [2.36159, 1.29856, 2.57199], [3.64356, 0.76628, 2.76531], [4.78982, 1.33525, 4.16688], [4.15847, -0.02807, 1.78510], [3.44477, -0.37978, 0.62961], [4.39723, -1.20649, -0.75329], [2.11506, 0.02129, 0.46892], [1.34909, -0.57240, -0.44737], [1.67681, 1.11445, 1.30567], [0.59128, 1.91925, 0.95798], [-1.95274, 2.86026, 0.99766], [-1.18832, 4.46928, 1.26189], [-1.90822, 3.57625, 2.60698], [-0.03562, 3.27755, 4.03171], [2.03404, 2.12647, 4.58425], [5.19791, -0.34457, 1.86497], [1.86131, 4.90145, -0.02880], [1.59783, 3.44073, -1.28267], [3.18948, 2.52913, -1.49905], [1.09550, 3.88627, -3.05563], [0.32501, 2.18303, -0.47743], [2.24354, 5.83280, -0.47568], [2.47420, 4.61568, 0.82872], [0.86777, 5.16060, 0.36314], [3.88536, 3.00802, -2.19369], [3.03756, 1.55878, -2.02605], [3.76983, 2.28780, -0.60358], [2.03021, 4.21192, -3.54724], [0.32005, 4.62203, -3.18540], [0.74349, 2.94651, -3.48660], [0.57993, 1.26639, -1.10434], [-0.73430, 2.42786, -0.68376], [1.65460, -1.25360, -5.27826], [1.32718, -1.37562, -3.98775], [1.90076, -2.52010, -3.49670], [1.84148, -0.35395, -3.31701], [-0.20055, -1.46096, -3.73510], [-0.46815, -1.52123, -2.38121], [-0.96452, -0.22725, -4.28575], [-2.11500, -0.02182, -3.66762], [-1.11134, -0.32718, -5.63994], [-0.24346, 0.92084, -4.03229], [-0.84305, -2.69260, -4.47141], [-2.17141, -2.53526, -4.62874], [-0.73941, -3.85559, -3.75882], [-0.35102, -2.88703, -5.74454], [2.04304, -3.89552, -0.06714], [0.34433, -3.64854, -0.65001], [-0.23268, -4.38233, -0.13512], [0.34868, -3.77426, -1.73484]], "forces_ev_per_a": [[1.3, 3.4, -2.2], [-0.9, 0.8, -1.3], [1.2, -0.5, -1.4], [-1.0, 0.7, 2.0], [0.5, -0.5, 0.6], [-0.1, -0.3, -2.6], [-0.7, 0.0, 0.5], [-1.6, 0.0, -0.8], [-1.3, 1.4, 1.5], [0.8, -1.0, 0.7], [0.8, -0.7, -1.8], [-1.4, 2.3, 0.2], [1.4, -1.2, 1.4], [-1.4, 0.3, -0.9], [1.9, -1.0, -0.4], [0.0, 0.6, -0.6], [0.2, -0.2, 1.8], [-0.1, -0.6, 0.8], [0.0, 0.2, 0.7], [-0.1, -0.1, 0.3], [0.3, 0.0, -0.1], [-0.3, -0.2, 0.3], [0.4, 0.4, 0.8], [0.1, 0.3, 0.2], [-1.8, 0.2, -1.3], [0.4, 0.2, 0.9], [-0.7, 0.9, 0.6], [0.8, -0.2, 0.3], [-1.2, 1.0, -0.1], [-0.5, 0.0, -0.4], [-0.3, -0.2, 0.1], [1.2, -0.5, -1.0], [0.3, 0.4, 1.3], [-0.1, -0.4, -0.2], [-0.5, 0.3, 0.1], [-0.6, 0.2, 0.2], [1.1, -1.4, 0.3], [-0.9, -0.1, -0.1], [0.5, 0.6, 0.5], [0.3, -1.0, 0.2], [0.6, -0.2, -0.2], [0.3, -0.8, -1.1], [0.0, -0.1, -0.5], [-0.2, 0.0, -0.1], [-0.8, -0.2, -0.7], [-0.2, 0.7, 1.0], [0.8, -1.2, -0.7], [0.5, -0.3, 0.7], [0.8, -0.3, -1.3], [0.1, -0.4, 0.1], [0.1, -0.1, -0.1], [0.1, 0.0, 0.0], [-0.1, 0.5, 0.1], [-0.2, 0.4, 0.5], [-0.2, 0.1, 0.1], [-0.5, -0.1, 0.0], [-0.2, 0.4, 0.0], [0.2, 0.1, -0.3], [-0.6, 0.8, 1.0], [0.6, -0.1, 0.4], [-0.1, 0.0, 0.3], [0.4, -0.6, 0.5], [-0.5, 0.8, -0.6], [0.1, -0.2, -0.1], [-1.0, -0.4, 1.4], [0.0, 0.0, -1.4], [1.4, 1.6, -0.5], [-0.4, -0.5, -0.5], [-0.3, 0.4, 1.3], [-0.5, -1.0, -0.5], [-0.1, -1.4, -1.0], [0.1, 0.3, 0.2], [0.6, 1.1, -0.7], [-0.3, 0.0, 1.8], [-0.2, 0.0, -0.1], [1.5, -2.3, -0.6], [-0.4, -0.7, 0.1], [0.1, -0.4, 0.2]]}

---

# 2
{"formula": "C26H52BrClF3I2N3O7P", "method": "the ωB97M-V functional and the def2-TZVPD basis", "multiplicity": 1, "energy_ha": -5982.87294, "orbital_gap_ha": 0.326, "e_homo_ha": -0.4314, "charge": 1, "elements": ["C", "C", "N", "C", "C", "C", "C", "I", "N", "C", "C", "C", "C", "F", "F", "F", "C", "C", "C", "I", "C", "N", "C", "C", "C", "P", "O", "O", "O", "C", "C", "C", "O", "Br", "C", "Cl", "C", "C", "H", "H", "H", "H", "H", "H", "H", "H", "H", "H", "H", "H", "H", "H", "H", "H", "H", "H", "H", "H", "H", "H", "H", "H", "H", "H", "H", "H", "H", "H", "H", "H", "H", "H", "H", "H", "H", "H", "H", "H", "C", "O", "H", "H", "H", "H", "C", "O", "H", "H", "H", "H", "C", "O", "H", "H", "H", "H"], "positions_angstrom": [[0.55340, -4.16280, -1.23579], [-0.32394, -2.94606, -0.60330], [0.48324, -2.10798, 0.27039], [-0.05584, -0.92123, 0.90834], [-0.92515, -1.49120, 2.11867], [-0.22999, -2.22839, 3.33943], [-1.29299, -2.12807, 4.58678], [-0.05155, -4.42436, 3.08511], [-1.08348, -0.05644, 0.21257], [-0.65285, 1.21963, -0.52523], [-1.35187, 2.59585, -0.11105], [-1.35857, 3.78368, -1.17085], [-2.54030, 4.78819, -0.70397], [-2.51573, 4.98889, 0.71783], [-2.39956, 6.07325, -1.26624], [-3.81433, 4.24543, -1.00388], [-1.32225, 0.87856, -1.94682], [-2.95001, 0.86850, -1.97439], [-3.44502, -0.64274, -2.36415], [-3.79584, 2.08122, -3.62537], [0.98613, 1.07078, -0.29752], [1.32631, 2.50741, -0.21266], [2.48289, 2.98840, -0.53647], [3.94486, 2.72208, 0.09170], [2.54413, 4.14346, -1.68017], [1.75921, 0.48931, -1.88057], [1.38644, -0.93394, -2.35888], [1.44847, 1.50854, -3.23936], [3.47689, 0.47010, -1.98640], [1.10472, 0.23919, 1.13118], [2.44848, -0.54678, 1.53332], [3.47111, -1.15560, 0.52709], [3.33307, -2.00515, -0.36969], [5.41416, -0.61217, 0.68170], [0.90675, 1.03661, 2.51824], [2.10900, 2.43576, 2.83064], [-0.44956, 1.65208, 2.98657], [-0.59053, 1.41278, 4.59753], [0.20649, -5.12730, -0.72275], [1.66383, -3.99696, -1.03500], [0.31200, -4.22017, -2.34581], [-1.22701, -3.46566, -0.09543], [-0.76099, -2.35142, -1.48161], [1.02247, -2.73537, 0.87387], [-1.64914, -2.27628, 1.66545], [-1.67196, -0.74643, 2.59741], [0.71477, -1.76078, 3.76150], [-2.09401, -2.93621, 4.40735], [-1.72986, -1.08966, 4.70555], [-0.69310, -2.44765, 5.50982], [-1.66118, -0.74255, -0.31689], [-1.85726, 0.34996, 0.78830], [-2.45310, 2.46650, 0.22586], [-0.89401, 3.09782, 0.82344], [-0.39556, 4.39318, -1.00151], [-1.55813, 3.55319, -2.25204], [-1.03525, -0.18376, -2.30123], [-1.05122, 1.56173, -2.81344], [-3.45241, 1.06407, -0.97786], [-4.55612, -0.62717, -2.67151], [-3.38849, -1.30812, -1.42758], [-2.81809, -1.04022, -3.23298], [3.84436, 1.80499, 0.75048], [4.18544, 3.66204, 0.71224], [4.74264, 2.65192, -0.71472], [3.09271, 3.76048, -2.62099], [3.15941, 5.00667, -1.26200], [1.51323, 4.51349, -1.98497], [0.95375, 2.30987, -2.96349], [3.77118, -0.38864, -2.36290], [2.09673, -1.45378, 2.16676], [3.10283, -0.00481, 2.31873], [1.21995, 0.28209, 3.33597], [-1.44184, 1.35203, 2.55150], [-0.42820, 2.80500, 2.90176], [0.02447, 2.18275, 5.18149], [-1.69060, 1.54576, 4.87841], [-0.22547, 0.38707, 4.92524], [-5.13058, -1.08970, 3.83914], [-3.95898, -0.64294, 4.51064], [-4.90715, -2.02692, 3.32846], [-5.93051, -1.25562, 4.56391], [-5.44263, -0.34322, 3.10420], [-4.18293, 0.18567, 4.95370], [4.01057, -5.36331, -2.59796], [4.52455, -4.04509, -2.71176], [4.54440, -6.00984, -3.29451], [4.15827, -5.73080, -1.57883], [2.94562, -5.36744, -2.84551], [4.03736, -3.49371, -2.08707], [0.42338, -0.36019, -5.35691], [-0.98337, -0.41447, -5.16814], [0.87959, -0.04230, -4.42236], [0.79833, -1.34981, -5.63006], [0.66510, 0.36058, -6.14285], [-1.37416, -0.69533, -6.00481]], "forces_ev_per_a": [[-0.7, 0.4, 0.6], [-1.1, -1.2, -1.4], [-0.2, 0.6, -1.6], [0.1, 0.4, 3.5], [-1.1, -0.3, 1.0], [-1.7, 0.8, 1.5], [0.9, -1.2, -0.3], [0.5, 1.1, -0.2], [-2.6, -0.3, -0.1], [-0.3, -1.4, -2.6], [-0.2, 0.8, 2.1], [-0.3, 1.5, 1.3], [-0.1, 0.4, 0.6], [-0.1, -0.5, -3.0], [-0.6, -3.1, 1.1], [2.7, 1.5, 0.7], [-0.3, -0.3, -1.8], [-0.2, -2.3, 0.0], [-0.4, 0.6, 0.1], [0.5, -0.3, 1.0], [-0.9, 2.6, 2.4], [1.6, -0.4, -2.6], [1.7, 1.9, -0.7], [-1.5, 0.0, -0.4], [0.2, 0.1, 1.1], [2.3, -5.1, -5.8], [0.0, 3.7, 2.0], [0.0, 0.0, 3.9], [-2.6, 1.1, 1.1], [0.5, -1.7, 0.1], [1.1, -0.9, 1.3], [0.6, -2.9, -3.6], [-0.3, 3.2, 3.8], [-1.2, 0.0, 0.5], [-0.4, 0.0, 0.6], [-0.5, -1.2, -0.4], [-0.6, 1.4, 2.1], [-0.1, 0.5, -0.2], [0.7, 1.3, -0.8], [-1.5, -0.2, -0.5], [0.6, 0.0, 1.5], [1.2, 0.9, -0.4], [0.8, -0.6, 1.2], [-0.3, 0.9, 0.2], [1.3, 1.2, 0.4], [1.5, -0.8, -0.7], [-0.9, -0.8, -1.1], [1.0, 1.6, 0.4], [0.5, -1.5, -0.2], [-1.1, 0.5, -1.1], [0.6, 0.7, -0.7], [1.1, -1.0, 0.8], [1.7, -0.4, -0.7], [-0.4, -1.2, -1.5], [-1.5, -1.1, -0.6], [0.3, 0.1, 1.2], [0.0, 1.8, 0.6], [0.1, -0.9, 1.4], [0.5, 0.4, -1.4], [1.8, 0.0, 0.5], [0.2, 0.7, -1.3], [-0.9, 0.4, 1.3], [0.7, 1.3, -0.8], [-0.5, -1.4, -0.8], [-1.1, -0.2, 1.0], [-0.8, 0.3, 1.6], [-0.8, -1.0, -0.7], [1.3, -0.5, 0.5], [0.4, -0.3, -0.3], [-0.7, 0.4, 0.4], [0.5, 1.2, -1.2], [-1.2, -0.3, -1.6], [-0.6, 1.2, -1.5], [1.3, -0.2, 0.0], [0.0, -1.9, -0.2], [-0.9, -1.1, -1.0], [1.6, -0.3, -0.2], [-0.6, 1.2, -0.5], [-0.1, 0.2, 0.1], [0.1, 0.3, 0.0], [0.1, 0.1, 0.1], [-0.1, -0.1, -0.2], [-0.2, -0.1, -0.1], [0.0, -0.2, 0.0], [-0.1, 0.2, 0.1], [0.0, 0.2, 0.0], [0.0, 0.1, 0.1], [-0.1, -0.2, 0.0], [0.0, -0.2, 0.0], [0.1, 0.0, -0.1], [0.2, -0.1, -0.2], [-0.5, 0.0, 0.1], [-0.3, -0.3, -0.5], [0.2, 0.1, 0.0], [0.2, 0.0, 0.0], [0.0, 0.1, 0.2]]}

---

# 3
{"formula": "CH5PS2", "method": "the ωB97M-V functional and the def2-TZVPD basis", "multiplicity": 1, "energy_ha": -1178.71515, "orbital_gap_ha": [0.291, 0.182], "relative_energy_kcal_mol": 82.6, "e_homo_ha": [-0.3372, -0.2911], "elements": ["C", "P", "S", "S", "H", "H", "H", "H", "H"], "positions_angstrom": [[-0.17396, -0.78927, -0.80878], [1.60275, -0.51445, -0.28089], [-1.65939, 1.97117, 0.84282], [2.53287, -1.86820, 0.81727], [-0.56476, -1.70268, -0.57439], [-0.33120, -0.51360, -1.88739], [-0.81562, 0.02896, -0.17772], [1.60528, 0.91006, 0.13278], [-2.19597, 2.47800, 1.93630]], "forces_ev_per_a": [[-0.2, 5.1, 0.5], [-0.2, 0.3, -0.3], [0.1, 0.0, -0.4], [-0.7, 0.8, -0.3], [-0.7, -2.6, 0.5], [0.4, -0.4, 1.0], [1.5, -2.2, -1.6], [0.0, -1.4, 0.0], [-0.3, 0.3, 0.6]]}

---

# 4
{"formula": "C15H16NO11", "method": "the ωB97M-V functional and the def2-TZVPD basis", "multiplicity": 1, "energy_ha": -1463.71282, "orbital_gap_ha": 0.281, "e_homo_ha": -0.1908, "charge": -1, "elements": ["O", "C", "O", "C", "C", "C", "C", "N", "C", "H", "H", "H", "H", "C", "C", "O", "C", "O", "O", "H", "H", "H", "H", "C", "C", "O", "C", "O", "O", "H", "H", "H", "H", "C", "C", "O", "C", "O", "O", "H", "H", "H", "H"], "positions_angstrom": [[-0.68515, 0.98951, -0.71841], [-0.52825, 0.29749, -1.76415], [-1.35078, 0.16164, -2.69046], [0.80607, -0.43076, -1.84353], [1.85233, 0.11746, -2.53521], [3.05176, -0.54500, -2.54590], [3.13890, -1.72042, -1.86562], [2.15373, -2.30594, -1.20896], [1.01586, -1.62666, -1.22037], [1.74572, 1.06117, -3.05022], [3.92867, -0.15935, -3.04231], [4.09761, -2.22449, -1.86333], [0.17938, -2.05536, -0.67724], [5.34416, -1.67747, 2.54798], [5.22211, -2.65033, 1.39862], [5.32846, -1.79736, 0.26101], [5.99222, -0.67682, 0.63561], [6.38839, 0.15473, -0.11107], [6.14590, -0.63576, 1.98625], [5.82909, -2.10993, 3.42038], [4.38095, -1.25943, 2.84602], [6.03878, -3.37592, 1.37422], [4.27358, -3.18260, 1.39115], [-2.83433, 1.97550, 1.86540], [-1.36114, 2.15222, 2.02225], [-1.26515, 3.41601, 2.70842], [-2.43105, 3.60958, 3.36665], [-2.62007, 4.47754, 4.16368], [-3.36349, 2.69877, 2.99434], [-3.13598, 0.93260, 1.89232], [-3.19448, 2.42626, 0.94130], [-0.90676, 1.37767, 2.64405], [-0.86595, 2.18022, 1.05651], [-4.83999, 0.82235, -1.88873], [-5.77563, -0.32877, -2.17639], [-5.55139, -1.19612, -1.06256], [-5.07026, -0.44348, -0.03993], [-4.93481, -0.83442, 1.07430], [-4.76997, 0.80461, -0.45887], [-5.21964, 1.77733, -2.24499], [-3.83467, 0.66510, -2.29060], [-6.82624, -0.02612, -2.18027], [-5.54849, -0.83524, -3.11132]], "forces_ev_per_a": [[0.3, -0.3, -0.3], [-0.8, 0.5, 0.9], [0.2, -0.3, -0.2], [-0.9, 0.9, -0.5], [0.2, 0.7, -0.5], [0.3, 0.6, -0.3], [1.3, -1.1, 0.0], [-0.1, 0.0, 0.2], [-0.9, -0.9, 0.8], [-0.1, 0.1, 0.0], [0.0, 0.1, -0.1], [0.0, -0.2, 0.1], [0.0, -0.2, 0.1], [-0.1, 0.0, 0.2], [-0.2, -0.3, 0.1], [0.3, 0.1, 0.2], [-0.1, 0.0, -0.1], [0.1, 0.0, 0.0], [0.0, -0.1, -0.1], [0.1, 0.1, 0.0], [0.0, 0.0, -0.1], [0.0, 0.1, 0.0], [0.0, 0.1, -0.2], [-0.3, -0.3, -0.2], [0.6, -0.1, -0.3], [-0.4, 0.0, 0.2], [0.0, -0.1, -0.2], [0.0, 0.0, 0.1], [0.3, 0.2, 0.1], [-0.2, 0.1, 0.1], [-0.1, 0.0, 0.1], [0.0, 0.1, 0.1], [0.2, 0.1, 0.1], [0.4, 0.1, -0.4], [-0.1, 0.0, -0.2], [0.0, 0.1, 0.1], [0.1, 0.1, -0.1], [0.0, -0.1, 0.1], [-0.2, -0.2, 0.1], [0.0, 0.1, 0.2], [0.1, -0.1, 0.1], [0.0, 0.0, 0.1], [0.1, -0.2, 0.1]]}

---

# 5
{"formula": "CH11NO4", "method": "the ωB97M-V functional and the def2-TZVPD basis", "multiplicity": 1, "energy_ha": -400.10681, "orbital_gap_ha": 0.156, "relative_energy_kcal_mol": 197.5, "e_homo_ha": -0.3573, "elements": ["N", "C", "O", "H", "H", "H", "H", "H", "H", "H", "O", "H", "H", "O", "H", "H", "O"], "positions_angstrom": [[-1.35168, 0.49455, -0.18805], [-0.55015, 0.99731, -1.28422], [-0.43347, -1.61670, -0.42254], [-1.34888, -0.55027, -0.09590], [-0.95339, 0.96636, 0.64162], [0.36944, 1.44341, -0.88664], [-0.16765, 0.20585, -1.92606], [-1.16199, 1.71382, -1.84239], [1.04182, -1.42426, -0.97638], [2.56929, -1.77475, -1.25497], [1.90163, -1.08528, -1.35572], [0.17854, 0.46146, 1.88559], [-0.77223, -2.45842, -0.06545], [0.06940, 1.84942, 1.83513], [0.24847, -0.92340, 1.16973], [0.09089, 2.21821, 2.72619], [0.26997, -0.51730, 2.04006]], "forces_ev_per_a": [[1.9, 1.9, -0.6], [0.3, -0.6, 0.5], [-0.5, -0.1, 0.2], [-0.7, -2.0, -0.6], [-0.8, 0.4, 0.6], [-0.4, 0.7, 0.2], [-0.8, -0.3, -0.3], [0.2, 0.2, -0.1], [1.1, 0.1, -0.3], [-0.2, 0.2, 0.0], [-0.4, -0.2, 0.0], [0.7, 0.3, 0.6], [-0.1, 0.4, 0.2], [-0.6, 0.8, -1.2], [0.2, -0.2, -0.1], [-0.1, -0.2, 0.1], [0.1, -1.4, 0.8]]}

---

# 6
{"formula": "CH4N2OS", "method": "the ωB97M-V functional and the def2-TZVPD basis", "multiplicity": 1, "energy_ha": -623.33963, "orbital_gap_ha": 0.353, "smiles": "ON/C=N\\S", "relative_energy_kcal_mol": 75.0, "e_homo_ha": -0.3258, "elements": ["O", "N", "C", "N", "S", "H", "H", "H", "H"], "positions_angstrom": [[1.03700, -1.53713, -0.62270], [0.72875, -1.22538, 0.67846], [-0.52875, -0.65862, 0.90587], [-1.01363, 0.41662, 0.51197], [-0.20332, 1.47703, -0.63110], [1.45447, -0.75462, -0.92935], [0.94626, -2.08476, 1.18863], [-1.07373, -1.25721, 1.72243], [-1.20324, 2.37421, -0.67062]], "forces_ev_per_a": [[-0.3, -0.6, -1.2], [0.3, -0.5, 1.3], [0.2, -2.1, 2.3], [-0.5, 1.7, -1.3], [-0.4, -1.0, 0.8], [0.9, 1.0, -0.9], [-0.6, 0.6, 0.1], [0.4, 1.1, -1.1], [0.1, -0.2, 0.1]]}